One molecule with the formula C5H7NO in a non-equilibrium geometry. Source: the OMol25 dataset; level of theory: the ωB97M-V functional and the def2-TZVPD basis.

Calculated values
HOMO-LUMO gap	10.28	eV
HOMO	-0.3441	Ha
structure (SMILES)	CCC(=O)[C@@H]1C=N1
multiplicity	1
E_LUMO	0.914	eV
M	97.12	g mol⁻¹

Each line ends with the natural charge from an NBO analysis.
Cartesian coordinates (Å):
1 C 3.00 0.12 0.54  0.06
2 C 0.55 -1.08 -0.12  0.62
3 C 2.27 -0.76 -0.27  -0.25
4 C -1.85 -0.04 -0.17  -0.60
5 C -0.33 0.12 -0.39  -0.54
6 N 2.61 0.70 -0.47  -0.29
7 O 0.19 -2.13 0.29  -0.52
8 H 3.44 0.13 1.51  0.21
9 H 2.90 -1.27 -0.97  0.19
10 H -2.09 -0.84 0.66  0.22
11 H -2.38 -0.49 -1.17  0.21
12 H -2.29 0.82 0.19  0.21
13 H 0.03 0.99 0.06  0.24
14 H -0.23 0.26 -1.43  0.24

One molecule with the formula C5H7NO. Source: the OMol25 dataset; level of theory: the ωB97M-V functional and the def2-TZVPD basis.

Calculated values
HOMO-LUMO gap (alpha / beta)	7.45 / 7.45	eV
HOMO (alpha / beta)	-0.2779 / -0.2779	Ha
multiplicity	1
E_LUMO (alpha / beta)	-0.111 / -0.112	eV
M	97.12	g mol⁻¹

Each line ends with the natural charge from an NBO analysis.
Cartesian coordinates (Å):
1 O 0.37 1.52 1.76  -0.67
2 C 1.10 1.60 0.73  0.25
3 C 0.70 1.20 -0.54  -0.32
4 C -0.57 -0.61 -1.08  0.04
5 C -0.02 -1.49 -0.02  -0.42
6 C -1.04 -0.48 0.45  -0.30
7 N -0.59 0.75 -0.82  -0.24
8 H 2.17 1.86 0.83  0.13
9 H 1.41 1.01 -1.34  0.21
10 H -1.26 -1.02 -1.81  0.22
11 H 0.98 -1.38 0.38  0.25
12 H -0.39 -2.51 -0.07  0.24
13 H -0.64 0.27 1.23  0.36
14 H -2.10 -0.67 0.50  0.24

One molecule with the formula C5H7NO in a non-equilibrium geometry. Source: the OMol25 dataset; level of theory: the ωB97M-V functional and the def2-TZVPD basis.

Calculated values
HOMO-LUMO gap	8.85	eV
HOMO	-0.2977	Ha
structure (SMILES)	[H]/N=C1\C[C@]1(O)C=C
multiplicity	1
E_LUMO	0.743	eV
M	97.12	g mol⁻¹

Each line ends with the natural charge from an NBO analysis.
Cartesian coordinates (Å):
1 C -0.75 -0.18 -0.06  0.10
2 C -0.03 -0.23 1.19  0.40
3 C -0.05 1.06 -0.73  -0.18
4 C 0.00 -1.47 0.02  -0.56
5 C 1.23 1.19 -1.05  -0.41
6 O -2.14 -0.18 -0.02  -0.67
7 N 0.39 0.27 2.23  -0.62
8 H -2.44 -0.50 -0.88  0.47
9 H 0.66 -0.38 2.97  0.37
10 H -0.80 1.76 -1.09  0.21
11 H 0.94 -1.56 -0.51  0.23
12 H -0.58 -2.35 0.22  0.24
13 H 2.00 0.58 -0.60  0.20
14 H 1.56 1.98 -1.70  0.21

One molecule with the formula C5H7NO in a non-equilibrium geometry. Source: the OMol25 dataset; level of theory: the ωB97M-V functional and the def2-TZVPD basis.

Calculated values
HOMO-LUMO gap	9.12	eV
HOMO	-0.3107	Ha
multiplicity	1
E_LUMO	0.666	eV
M	97.12	g mol⁻¹

Each line ends with the natural charge from an NBO analysis.
Cartesian coordinates (Å):
1 O -0.99 -1.20 2.79  -0.69
2 C -1.15 0.07 2.18  -0.13
3 C -0.73 0.08 0.77  -0.03
4 C -0.47 0.05 -0.41  -0.03
5 C -0.01 0.07 -1.80  -0.31
6 C 2.06 1.02 -1.97  -0.08
7 N 1.44 -0.13 -1.77  -0.55
8 H -1.48 -1.84 2.26  0.47
9 H -2.19 0.42 2.23  0.19
10 H -0.54 0.76 2.77  0.21
11 H -0.58 -0.58 -2.46  0.22
12 H 2.93 1.04 -1.31  0.10
13 H -0.05 1.10 -2.17  0.27
14 H 1.75 -0.84 -1.10  0.38

One molecule with the formula C5H7NO. Source: the OMol25 dataset; level of theory: the ωB97M-V functional and the def2-TZVPD basis.

Calculated values
HOMO-LUMO gap	10.63	eV
HOMO	-0.3599	Ha
structure (SMILES)	C#CCCNC=O
multiplicity	1
E_LUMO	0.839	eV
M	97.12	g mol⁻¹

Each line ends with the natural charge from an NBO analysis.
Cartesian coordinates (Å):
1 O 0.53 2.09 -2.22  -0.61
2 C 1.08 1.75 -1.19  0.53
3 N 0.73 0.65 -0.47  -0.62
4 C -0.51 -0.01 -0.82  -0.21
5 C -0.90 -1.17 0.13  -0.49
6 C -0.30 -1.12 1.46  -0.02
7 C 0.18 -1.07 2.57  -0.24
8 H 1.93 2.31 -0.75  0.11
9 H 1.10 0.53 0.47  0.41
10 H -0.43 -0.38 -1.84  0.22
11 H -1.31 0.73 -0.82  0.20
12 H -1.98 -1.09 0.24  0.25
13 H -0.69 -2.15 -0.32  0.24
14 H 0.57 -1.05 3.56  0.24

One molecule with the formula C5H7NO in a non-equilibrium geometry. Source: the OMol25 dataset; level of theory: the ωB97M-V functional and the def2-TZVPD basis.

Calculated values
HOMO-LUMO gap	10.27	eV
HOMO	-0.3442	Ha
structure (SMILES)	C#CCCNC=O
multiplicity	1
E_LUMO	0.900	eV
M	97.12	g mol⁻¹

Each line ends with the natural charge from an NBO analysis.
Cartesian coordinates (Å):
1 O 1.35 -1.76 -1.96  -0.52
2 C 0.69 -2.13 -1.01  0.48
3 N 0.27 -1.26 0.24  -0.74
4 C 0.95 -0.06 0.67  -0.21
5 C 0.26 1.20 0.15  -0.50
6 C -1.10 1.34 0.68  0.01
7 C -2.22 1.40 1.13  -0.27
8 H 0.58 -2.77 -0.12  0.23
9 H -0.69 -1.35 0.61  0.40
10 H 1.96 -0.13 0.25  0.21
11 H 1.06 -0.02 1.76  0.20
12 H 0.86 2.08 0.42  0.23
13 H 0.23 1.14 -0.94  0.24
14 H -3.21 1.48 1.53  0.24

One molecule with the formula C5H7NO. Source: the OMol25 dataset; level of theory: the ωB97M-V functional and the def2-TZVPD basis.

Calculated values
HOMO-LUMO gap	9.46	eV
HOMO	-0.3149	Ha
multiplicity	1
E_LUMO	0.888	eV
M	97.12	g mol⁻¹

Each line ends with the natural charge from an NBO analysis.
Cartesian coordinates (Å):
1 C 0.99 0.44 -1.72  -0.64
2 C -0.50 0.23 0.18  -0.10
3 C -1.75 -0.03 0.40  0.05
4 O -2.20 -1.28 0.88  -0.48
5 C -1.55 -1.78 1.91  0.09
6 C 0.71 0.53 -0.23  0.17
7 N 1.73 1.04 0.58  -0.80
8 H 0.23 1.04 -2.23  0.23
9 H 0.92 -0.58 -2.09  0.23
10 H 1.97 0.85 -1.96  0.22
11 H -2.59 0.64 0.25  0.20
12 H -2.11 -2.73 2.07  0.07
13 H 2.64 0.62 0.40  0.38
14 H 1.51 1.01 1.56  0.39

C5H7NO as an isolated structure in a non-equilibrium geometry. Source: the OMol25 dataset; level of theory: the ωB97M-V functional and the def2-TZVPD basis.

Calculated values
HOMO-LUMO gap	9.60	eV
HOMO	-0.3136	Ha
multiplicity	1
E_LUMO	1.067	eV
M	97.12	g mol⁻¹

Each line ends with the natural charge from an NBO analysis.
Cartesian coordinates (Å):
1 C 1.08 0.24 1.05  -0.25
2 C 1.18 0.45 -0.45  0.08
3 O 0.88 -0.81 -1.09  -0.52
4 C -0.54 -0.58 -1.02  0.05
5 C -1.21 -0.79 0.33  -0.23
6 N -0.42 0.28 0.97  -0.43
7 C -0.31 0.82 -0.44  -0.12
8 H 1.57 -0.63 1.50  0.20
9 H 1.33 1.14 1.62  0.20
10 H 1.99 1.01 -0.93  0.19
11 H -1.03 -0.94 -1.94  0.19
12 H -2.19 -0.06 0.19  0.21
13 H -1.21 -1.80 0.81  0.21
14 H -0.94 1.69 -0.63  0.22

One molecule with the formula C5H7NO in a non-equilibrium geometry. Source: the OMol25 dataset; level of theory: the ωB97M-V functional and the def2-TZVPD basis.

Calculated values
HOMO-LUMO gap	11.10	eV
HOMO	-0.3854	Ha
structure (SMILES)	CC[C@H](C#N)C=O
multiplicity	1
E_LUMO	0.614	eV
M	97.12	g mol⁻¹

Each line ends with the natural charge from an NBO analysis.
Cartesian coordinates (Å):
1 C 1.03 -0.73 1.38  -0.61
2 C -0.01 0.25 0.82  -0.38
3 C -0.47 -0.01 -0.65  -0.43
4 C -1.37 1.04 -1.24  0.46
5 O -1.40 1.37 -2.39  -0.49
6 C 0.66 -0.38 -1.51  0.29
7 N 1.59 -0.71 -2.11  -0.30
8 H 0.70 -1.77 1.30  0.21
9 H 1.20 -0.51 2.44  0.22
10 H 1.99 -0.64 0.87  0.23
11 H -0.91 0.25 1.45  0.21
12 H 0.41 1.26 0.88  0.21
13 H -1.27 -0.78 -0.74  0.27
14 H -2.15 1.35 -0.50  0.11

C5H7NO as an isolated structure in a non-equilibrium geometry. Source: the OMol25 dataset; level of theory: the ωB97M-V functional and the def2-TZVPD basis.

Calculated values
HOMO-LUMO gap	10.29	eV
HOMO	-0.3630	Ha
multiplicity	1
E_LUMO	0.414	eV
M	97.12	g mol⁻¹

Each line ends with the natural charge from an NBO analysis.
Cartesian coordinates (Å):
1 C -1.73 -0.75 0.06  -0.60
2 C -0.70 0.22 -0.56  -0.38
3 C -0.65 1.54 0.12  0.18
4 N -0.51 1.90 1.22  -0.22
5 C 0.71 0.05 0.17  0.60
6 O 0.71 0.17 1.41  -0.53
7 C 1.99 -0.25 -0.53  -0.71
8 H -1.52 -0.87 1.13  0.24
9 H -2.76 -0.40 -0.05  0.23
10 H -1.68 -1.75 -0.41  0.21
11 H -0.81 0.22 -1.66  0.25
12 H 2.75 -0.03 0.22  0.25
13 H 2.21 0.29 -1.46  0.23
14 H 1.96 -1.32 -0.75  0.24

A 2-piece molecular cluster, C5H7NO overall in a non-equilibrium geometry. Source: the OMol25 dataset; level of theory: the ωB97M-V functional and the def2-TZVPD basis.

Calculated values
HOMO-LUMO gap (alpha / beta)	6.01 / 8.06	eV
HOMO (alpha / beta)	-0.2438 / -0.2978	Ha
multiplicity	1
E_LUMO (alpha / beta)	-0.621 / -0.046	eV
M	97.12	g mol⁻¹

Each line ends with the natural charge from an NBO analysis.
Cartesian coordinates (Å):
1 O -2.93 -0.59 0.03  -0.64
2 C -2.30 0.34 0.53  0.34
3 N -0.84 0.45 0.17  -0.49
4 C -0.26 -0.68 0.07  0.20
5 C 1.06 -0.87 -0.54  -0.55
6 C 1.99 0.25 -0.48  -0.04
7 C 2.78 1.16 -0.48  -0.20
8 H -2.74 1.36 0.57  0.14
9 H -0.37 1.33 0.36  0.43
10 H -0.94 -1.53 0.12  0.25
11 H -1.20 -0.38 1.94  -0.23
12 H 1.53 -1.81 -0.26  0.26
13 H 0.73 -0.99 -1.58  0.27
14 H 3.49 1.96 -0.45  0.24

One molecule with the formula C5H7NO in a non-equilibrium geometry. Source: the OMol25 dataset; level of theory: the ωB97M-V functional and the def2-TZVPD basis.

Calculated values
HOMO-LUMO gap	8.47	eV
HOMO	-0.2826	Ha
structure (SMILES)	Cn1cccc1O
multiplicity	1
E_LUMO	0.776	eV
M	97.12	g mol⁻¹

Each line ends with the natural charge from an NBO analysis.
Cartesian coordinates (Å):
1 C 0.06 1.32 1.48  -0.41
2 N -0.09 0.59 0.17  -0.38
3 C -0.75 0.73 -1.20  -0.13
4 C -0.65 -0.49 -1.80  -0.25
5 C 0.06 -1.39 -0.96  -0.43
6 C 0.35 -0.70 0.19  0.47
7 O 0.99 -1.17 1.29  -0.68
8 H 1.09 1.22 1.89  0.22
9 H -0.58 0.94 2.30  0.21
10 H -0.14 2.39 1.39  0.21
11 H -0.82 1.58 -1.91  0.23
12 H -1.16 -0.64 -2.75  0.22
13 H 0.36 -2.41 -1.14  0.22
14 H 1.32 -2.05 1.06  0.49

C5H7NO as an isolated structure in a non-equilibrium geometry. Source: the OMol25 dataset; level of theory: the ωB97M-V functional and the def2-TZVPD basis.

Calculated values
HOMO-LUMO gap	10.68	eV
HOMO	-0.3595	Ha
multiplicity	1
E_LUMO	0.900	eV
M	97.12	g mol⁻¹

Each line ends with the natural charge from an NBO analysis.
Cartesian coordinates (Å):
1 O 0.55 2.07 0.09  -0.70
2 C -0.50 1.15 0.18  0.08
3 C -0.69 0.19 -0.97  -0.14
4 C 0.19 -1.01 -0.73  -0.10
5 C 0.94 -0.82 0.58  -0.44
6 C -0.39 -0.17 1.00  -0.12
7 N -1.14 -0.92 -0.15  -0.36
8 H 1.29 1.65 -0.37  0.47
9 H -1.38 1.72 0.47  0.20
10 H -1.16 0.38 -1.93  0.21
11 H 0.39 -1.74 -1.50  0.21
12 H 1.86 -0.21 0.53  0.20
13 H 1.16 -1.73 1.13  0.23
14 H -1.11 -0.57 1.68  0.24

C5H7NO as an isolated structure in a non-equilibrium geometry. Source: the OMol25 dataset; level of theory: the ωB97M-V functional and the def2-TZVPD basis.

Calculated values
HOMO-LUMO gap	10.55	eV
HOMO	-0.3548	Ha
multiplicity	1
E_LUMO	0.900	eV
M	97.12	g mol⁻¹

Each line ends with the natural charge from an NBO analysis.
Cartesian coordinates (Å):
1 C 0.49 1.39 1.12  -0.15
2 C 0.76 0.09 1.21  -0.22
3 C -0.71 -2.32 -1.26  0.53
4 C -0.54 1.22 0.03  -0.43
5 C -0.33 -0.29 0.26  -0.07
6 N -0.08 -1.16 -1.04  -0.62
7 O -1.65 -2.75 -0.64  -0.61
8 H 0.82 2.25 1.66  0.21
9 H 1.42 -0.51 1.81  0.21
10 H -0.27 -2.85 -2.13  0.10
11 H -1.54 1.60 0.22  0.21
12 H -0.21 1.57 -0.95  0.21
13 H -1.18 -0.79 0.71  0.24
14 H 0.79 -0.95 -1.52  0.39

C5H7NO as an isolated structure. Source: the OMol25 dataset; level of theory: the ωB97M-V functional and the def2-TZVPD basis.

Calculated values
HOMO-LUMO gap	7.53	eV
HOMO	-0.2699	Ha
multiplicity	1
E_LUMO	0.187	eV
M	97.12	g mol⁻¹

Each line ends with the natural charge from an NBO analysis.
Cartesian coordinates (Å):
1 C 0.69 -1.63 0.46  -0.41
2 N 0.40 -0.31 -0.04  -0.35
3 C 1.09 0.39 -1.03  -0.07
4 C 0.52 1.60 -1.41  -0.36
5 C -0.62 1.63 -0.55  -0.32
6 C -0.69 0.42 0.28  0.31
7 O -1.46 0.10 1.36  -0.67
8 H 0.22 -2.41 -0.15  0.21
9 H 0.32 -1.70 1.49  0.22
10 H 1.78 -1.77 0.45  0.22
11 H 1.98 -0.10 -1.42  0.20
12 H -1.37 0.53 -0.80  0.29
13 H -1.37 2.41 -0.46  0.23
14 H -1.55 0.88 1.92  0.50

One molecule with the formula C5H7NO in a non-equilibrium geometry. Source: the OMol25 dataset; level of theory: the ωB97M-V functional and the def2-TZVPD basis.

Calculated values
HOMO-LUMO gap	8.67	eV
HOMO	-0.2963	Ha
multiplicity	1
E_LUMO	0.607	eV
M	97.12	g mol⁻¹

Each line ends with the natural charge from an NBO analysis.
Cartesian coordinates (Å):
1 C -0.13 1.65 -0.24  0.13
2 C -0.51 -1.31 0.97  -0.63
3 C -0.34 0.49 -0.95  -0.32
4 C -0.33 -0.92 -0.47  -0.24
5 O 0.18 1.63 1.08  -0.69
6 C 1.23 -0.55 -0.86  0.25
7 N 2.37 -0.69 -1.01  -0.36
8 H 0.59 2.45 1.35  0.49
9 H 0.06 2.58 -0.76  0.18
10 H -0.70 0.62 -1.97  0.25
11 H -0.71 -1.63 -1.20  0.24
12 H 0.37 -1.84 1.33  0.24
13 H -1.38 -1.97 1.06  0.22
14 H -0.70 -0.50 1.68  0.24

One molecule with the formula C5H7NO. Source: the OMol25 dataset; level of theory: the ωB97M-V functional and the def2-TZVPD basis.

Calculated values
HOMO-LUMO gap	8.55	eV
HOMO	-0.2852	Ha
structure (SMILES)	Cn1cccc1O
multiplicity	1
E_LUMO	0.788	eV
M	97.12	g mol⁻¹

Each line ends with the natural charge from an NBO analysis.
Cartesian coordinates (Å):
1 C -1.80 0.12 0.58  -0.40
2 N -0.47 -0.14 0.09  -0.36
3 C 0.06 -1.37 -0.24  -0.09
4 C 1.38 -1.21 -0.54  -0.29
5 C 1.69 0.17 -0.39  -0.39
6 C 0.53 0.79 -0.01  0.43
7 O 0.21 2.08 0.27  -0.68
8 H -2.36 0.77 -0.09  0.21
9 H -1.77 0.58 1.57  0.21
10 H -2.33 -0.84 0.66  0.21
11 H -0.58 -2.25 -0.23  0.21
12 H 2.06 -2.00 -0.85  0.22
13 H 2.66 0.65 -0.51  0.22
14 H 0.71 2.64 -0.34  0.49

What are the electronic energy values for these records? In order: -8832.31711, -8830.56518, -8831.89621, -8830.98676, -8834.32818, -8831.72706, -8831.07109, -8831.69675, -8835.08274, -8832.97819, -8828.63424, -8834.43219, -8832.37337, -8834.42634, -8831.39594, -8832.78875, -8835.53714 eV.